Entry 1:
Formula: C4H14NO2
Source: the OMol25 dataset
Level of theory: ωB97M-V with the def2-TZVPD basis set

Geometry as ORCA input:
```
! RIJCOSX wB97M-V def2-TZVPD def2/J DEFGRID3
* xyz 1 1
C 0.4741 2.3353 0.1251
C 0.2066 0.8529 -0.1098
C -1.1425 0.4289 -0.7750
C -1.9312 -0.4945 0.1971
O -1.0406 -1.6446 0.5287
N 1.3390 0.0450 -0.7375
H 1.3375 2.3701 0.8266
H 0.6816 3.0183 -0.7075
H -0.4202 2.7770 0.5621
H 0.0016 0.3835 0.8404
H -1.0170 -0.1814 -1.6816
H -1.8630 1.2248 -0.9561
H -2.6712 -1.0973 -0.3445
H -2.3671 0.0650 1.0211
H -1.6413 -2.3671 0.7190
H 2.3004 0.3984 -0.6807
H 1.2716 -0.2440 -1.7130
H 1.4709 -0.8531 -0.1887
H 1.3576 -2.6545 0.3730
H 1.7969 -2.3373 1.8005
O 1.8564 -2.0253 0.9008
*
```

Values from the calculation:
* E: -9953.182 eV
* relative energy (zero: lowest compared OMol25 entry of this formula, charge and spin): 152.4 kJ/mol
* frontier orbital gap: 11.40 eV



Entry 2:
Formula: C5H4I2O
Source: the OMol25 dataset
Level of theory: ωB97M-V with the def2-TZVPD basis set

Geometry as ORCA input:
```
! RIJCOSX wB97M-V def2-TZVPD def2/J DEFGRID3
* xyz 0 1
C 0.3333 1.1621 0.6336
C 1.3177 0.3334 0.1919
C -0.9954 0.9935 0.0833
C -1.3187 -0.6250 -0.1466
C 1.0368 -0.8812 -0.5623
O -0.2844 -1.3776 -0.3312
I -2.7885 2.0179 0.4786
I -3.1273 -1.6630 -0.0827
H 0.5904 2.0411 1.2372
H 2.2720 0.4928 0.4159
H 1.2333 -0.7671 -1.5823
H 1.7310 -1.7268 -0.3356
*
```

Values from the calculation:
* E: -23494.657 eV
* relative energy (zero: lowest compared OMol25 entry of this formula, charge and spin): 159.9 kJ/mol
* frontier orbital gap (alpha / beta): 7.26 / 7.26 eV



Entry 3:
Formula: C28H40F2IrN2O3Si
Source: the OMol25 dataset
Level of theory: ωB97M-V with the def2-TZVPD basis set

Geometry as ORCA input:
```
! RIJCOSX wB97M-V def2-TZVPD def2/J DEFGRID3
* xyz 0 6
Ir -0.0315 -0.3740 0.6677
C 4.1738 -1.6912 -0.9476
O 4.8258 -0.4568 -0.5731
C 4.2212 0.7062 -0.4248
C 5.0429 1.8141 -0.2297
C 4.4880 3.0622 -0.0757
C 3.0922 3.2593 -0.1066
C 2.2243 2.2096 -0.2455
C 0.7984 2.4948 -0.2985
N -0.1558 1.6337 -0.2453
N -1.4188 2.1668 -0.3710
C -2.3273 1.2190 -0.2302
O -2.0779 -0.0085 0.0095
C -3.7566 1.6222 -0.3598
C -4.1177 2.9239 -0.6951
C -5.4569 3.2641 -0.7965
C -6.4394 2.3104 -0.5616
C -6.0814 1.0125 -0.2256
C -4.7420 0.6677 -0.1253
C 2.7594 0.8690 -0.4046
O 2.0249 -0.1387 -0.5010
H 4.9960 -2.3807 -1.1119
H 3.6010 -1.5564 -1.8607
H 3.5234 -2.0460 -0.1558
H 6.1138 1.6660 -0.2197
H 5.1412 3.9141 0.0569
H 2.6904 4.2604 -0.0140
H 0.5039 3.5389 -0.3869
H -3.3420 3.6558 -0.8721
H -5.7375 4.2754 -1.0611
H -7.4848 2.5796 -0.6407
H -6.8453 0.2677 -0.0440
H -4.4427 -0.3383 0.1343
F 1.1128 -2.9556 -0.1056
C 0.0244 -2.1741 -0.4750
F -1.0802 -2.9588 -0.2626
H 0.1065 -2.0085 -1.5546
C -0.2015 -3.0745 3.4196
C -1.0144 -1.8014 3.7041
C -2.3185 -1.9551 2.8981
C -1.3652 -1.8056 5.1998
Si -0.0342 -0.2305 3.1632
C -0.8442 1.3955 3.8326
C -0.5229 1.6109 5.3206
C -2.3719 1.3575 3.6787
C -0.3966 2.6474 3.0596
C 1.8350 -0.3764 3.6658
C 2.5793 0.9407 3.4002
C 2.5517 -1.4390 2.8165
C 2.0475 -0.7413 5.1421
H -0.8323 -3.9454 3.6289
H 0.6841 -3.1609 4.0507
H 0.1096 -3.1486 2.3757
H -2.8346 -2.8592 3.2422
H -2.1290 -2.0791 1.8309
H -3.0059 -1.1217 3.0166
H -1.8469 -2.7584 5.4479
H -2.0651 -1.0149 5.4697
H -0.4875 -1.7101 5.8416
H -0.7782 0.7535 5.9443
H -1.1019 2.4666 5.6873
H 0.5292 1.8430 5.4870
H -2.8484 0.6229 4.3258
H -2.6782 1.1559 2.6497
H -2.7768 2.3389 3.9508
H 0.6820 2.7621 2.9832
H -0.7848 3.5327 3.5776
H -0.8210 2.6551 2.0575
H 2.4593 1.2798 2.3671
H 3.6514 0.7862 3.5702
H 2.2603 1.7489 4.0567
H 2.5039 -1.2075 1.7506
H 2.1525 -2.4426 2.9444
H 3.6127 -1.4634 3.0966
H 1.6034 -0.0137 5.8226
H 3.1227 -0.7743 5.3545
H 1.6430 -1.7231 5.3908
*
```

Values from the calculation:
* E: -54954.849 eV
* relative energy (zero: lowest compared OMol25 entry of this formula, charge and spin): 0.0 kJ/mol
* frontier orbital gap (alpha / beta): 6.25 / 5.53 eV



Entry 4:
Formula: C4H5NO2S
Source: the OMol25 dataset
Level of theory: ωB97M-V with the def2-TZVPD basis set

Geometry as ORCA input:
```
! RIJCOSX wB97M-V def2-TZVPD def2/J DEFGRID3
* xyz 0 1
O 1.8121 -0.8302 1.1100
C 1.9726 -0.4361 -0.0367
C 0.8751 0.1197 -0.8716
C 0.7025 1.5973 -0.4055
C -0.7094 1.2129 0.0785
O -1.5678 1.7962 0.7344
N -0.5093 -0.0875 -0.3292
S -1.2970 -1.5404 -0.1819
H 2.9430 -0.1305 -0.5148
H 1.0474 0.0711 -1.9425
H 1.3146 1.8602 0.4007
H 0.7699 2.4188 -1.1823
H -0.7562 -1.6523 1.1110
*
```

Values from the calculation:
* E: -20647.621 eV
* relative energy (zero: lowest compared OMol25 entry of this formula, charge and spin): 246.9 kJ/mol
* frontier orbital gap: 10.14 eV



Entry 5:
Formula: C9H14
Source: the OMol25 dataset
Level of theory: ωB97M-V with the def2-TZVPD basis set

Geometry as ORCA input:
```
! RIJCOSX wB97M-V def2-TZVPD def2/J DEFGRID3
* xyz 0 1
C -0.1315 3.5529 -0.4352
C -0.5768 2.1324 -0.6461
C 0.2753 1.1898 -1.3415
C -0.0422 -0.1397 -1.4712
C -1.2880 -0.5962 -1.0035
C -2.0504 0.2876 -0.2050
C -1.7647 1.6449 -0.0198
H -0.5780 4.1890 0.3446
H -0.3711 4.1113 -1.3710
H 1.0225 3.4738 -0.1950
H 1.1020 1.6897 -1.8247
H 0.6222 -0.8684 -1.9952
H -1.5638 -1.6550 -0.9406
H -2.9212 -0.0912 0.4495
H -2.2213 2.3290 0.6611
C 1.1556 -2.3055 0.5855
C 1.4676 -2.9796 1.8283
H 0.1677 -2.5735 0.0788
H 1.0367 -1.2494 0.9013
H 1.9704 -2.3633 -0.0850
H 2.5069 -2.9183 2.2253
H 1.4036 -4.0135 1.6920
H 0.7786 -2.8468 2.7676
*
```

Values from the calculation:
* E: -9558.666 eV
* relative energy (zero: lowest compared OMol25 entry of this formula, charge and spin): 146.3 kJ/mol
* frontier orbital gap: 9.74 eV



- Number 3 is which compound?
  C28H40F2IrN2O3Si